[1]
The following is a DFT calculation (ωB97M-V with the def2-TZVPD basis set) of a single CH3NO4 molecule at a distorted geometry.

Output
**Max |F|**: 0.08938 Eh/bohr
**Energy above the lowest of the compared OMol25 structures with the same formula, charge and spin**: 70.7 kcal/mol
**2S+1**: 1
**M**: 93.04 Da
**Frontier orbital gap**: 10.43 eV
**E_HOMO**: -9.97 eV

Atoms and positions in Å:
C 0.036 -0.028 -0.347
N 0.358 0.922 1.648
O 0.758 0.787 -0.754
O -0.293 -1.096 -2.360
O -0.285 -0.206 1.086
O -0.684 -0.976 -1.009
H -0.035 1.170 2.639
H 1.308 0.791 2.013
H -1.162 -1.363 -2.917

Calculated atomic charges, method natural (NBO), unit e:
1 C 0.95
2 N -0.53
3 O -0.53
4 O -0.41
5 O -0.39
6 O -0.26
7 H 0.35
8 H 0.34
9 H 0.48



[2]
The following is a DFT calculation (ωB97M-V with the def2-TZVPD basis set) of a single CH3NOS molecule at a distorted geometry.

Output
**Max |F|**: 0.06112 Eh/bohr
**Energy above the lowest of the compared OMol25 structures with the same formula, charge and spin**: 60.9 kcal/mol
**2S+1**: 1
**M**: 77.11 Da
**Frontier orbital gap**: 10.65 eV
**E_HOMO**: -9.91 eV

Atoms and positions in Å:
C 0.266 0.229 0.289
N 0.529 -0.848 -0.651
O 2.701 -0.795 0.565
S 1.340 -1.076 0.899
H 0.747 1.269 0.012
H -0.782 0.448 0.746
H -0.292 -1.397 -0.873

Calculated atomic charges, method natural (NBO), unit e:
1 C -0.47
2 N -0.76
3 O -0.92
4 S 1.34
5 H 0.23
6 H 0.21
7 H 0.37



[3]
The following is a DFT calculation (ωB97M-V with the def2-TZVPD basis set) of a single CH3NOS molecule at a distorted geometry.

Output
**Max |F|**: 0.06037 Eh/bohr
**Energy above the lowest of the compared OMol25 structures with the same formula, charge and spin**: 12.1 kcal/mol
**2S+1**: 1
**M**: 77.11 Da
**Frontier orbital gap**: 9.39 eV
**E_HOMO**: -8.71 eV

Atoms and positions in Å:
S 2.327 0.685 0.117
O -0.057 0.297 -0.761
C 0.698 0.549 0.302
N 0.199 0.780 1.604
H 0.449 0.380 -1.570
H 0.872 0.328 2.172
H -0.784 0.686 1.840

Calculated atomic charges, method natural (NBO), unit e:
1 S -0.25
2 O -0.66
3 C 0.39
4 N -0.81
5 H 0.52
6 H 0.41
7 H 0.40



[4]
The following is a DFT calculation (ωB97M-V with the def2-TZVPD basis set) of a single CH3NOS molecule at a distorted geometry.

Output
**Max |F|**: 0.09232 Eh/bohr
**Energy above the lowest of the compared OMol25 structures with the same formula, charge and spin**: 56.2 kcal/mol
**<S²>**: 2.009
**2S+1**: 3
**M**: 77.11 Da
**Frontier orbital gap (spin up / spin down)**: 5.95 / 8.34 eV
**E_HOMO (spin up / spin down)**: -5.40 / -9.25 eV

Atoms and positions in Å:
C 0.334 -0.237 0.215
N 1.548 0.181 0.245
O -2.281 -0.581 -0.030
S -1.078 0.589 -0.205
H -2.482 -0.669 -0.935
H 1.836 1.055 -0.199
H 2.123 -0.337 0.908

Calculated atomic charges, method natural (NBO), unit e:
1 C -0.07
2 N -0.90
3 O -0.80
4 S 0.48
5 H 0.48
6 H 0.40
7 H 0.41



[5]
The following is a DFT calculation (ωB97M-V with the def2-TZVPD basis set) of a molecular structure, CH3NOS at a distorted geometry.

Output
**Max |F|**: 0.07471 Eh/bohr
**Energy above the lowest of the compared OMol25 structures with the same formula, charge and spin**: 138.2 kcal/mol
**<S²>**: 2.010
**2S+1**: 3
**M**: 77.11 Da
**Frontier orbital gap (spin up / spin down)**: 6.27 / 7.67 eV
**E_HOMO (spin up / spin down)**: -6.13 / -11.65 eV

Atoms and positions in Å:
C -0.405 -1.151 -0.336
N 0.389 -0.411 0.095
O 2.429 1.078 -0.358
S 1.485 0.783 0.693
H -3.005 -0.330 -1.013
H -2.996 0.288 -0.536
H 2.103 -0.258 1.454

Calculated atomic charges, method natural (NBO), unit e:
1 C 0.36
2 N -0.87
3 O -0.63
4 S 1.15
5 H 0.01
6 H -0.01
7 H -0.01



[6]
The following is a DFT calculation (ωB97M-V with the def2-TZVPD basis set) of a single CH3NOS2 molecule at a distorted geometry.

Output
**Max |F|**: 0.06471 Eh/bohr
**Energy above the lowest of the compared OMol25 structures with the same formula, charge and spin**: 62.0 kcal/mol
**2S+1**: 1
**M**: 109.18 Da
**Frontier orbital gap (spin up / spin down)**: 9.10 / 6.09 eV
**E_HOMO (spin up / spin down)**: -9.93 / -8.34 eV

Atoms and positions in Å:
C 0.408 -0.050 0.391
N -0.853 0.554 -0.035
O -3.364 0.962 0.180
S 2.125 0.728 -0.066
S -2.463 -0.140 -0.143
H 0.591 0.014 1.435
H 0.627 -0.996 0.066
H -1.163 1.445 0.383

Calculated atomic charges, method natural (NBO), unit e:
1 C -0.33
2 N -0.84
3 O -0.84
4 S 0.06
5 S 1.12
6 H 0.21
7 H 0.22
8 H 0.40



[7]
The following is a DFT calculation (ωB97M-V with the def2-TZVPD basis set) of a molecular structure, CH3NS2 at a distorted geometry.

Output
**Max |F|**: 0.13983 Eh/bohr
**Energy above the lowest of the compared OMol25 structures with the same formula, charge and spin**: 60.3 kcal/mol
**2S+1**: 1
**M**: 93.18 Da
**Frontier orbital gap**: 8.40 eV
**E_HOMO**: -8.51 eV

Atoms and positions in Å:
C -0.776 0.938 0.002
H 0.601 -1.494 -0.265
H 1.250 1.749 0.569
H -1.168 1.972 -0.324
N 0.547 0.889 -0.080
S 1.552 -0.399 0.005
S -1.543 -0.481 0.030

Calculated atomic charges, method natural (NBO), unit e:
1 C -0.14
2 H 0.18
3 H 0.42
4 H 0.22
5 N -0.74
6 S 0.17
7 S -0.10



[8]
The following is a DFT calculation (ωB97M-V with the def2-TZVPD basis set) of a single CH3NS2 molecule at a distorted geometry.

Output
**Max |F|**: 0.02474 Eh/bohr
**Energy above the lowest of the compared OMol25 structures with the same formula, charge and spin**: 18.7 kcal/mol
**2S+1**: 1
**M**: 93.18 Da
**Frontier orbital gap**: 9.09 eV
**E_HOMO**: -8.60 eV

Atoms and positions in Å:
C -0.076 -0.812 0.464
H -0.574 0.765 -1.689
H 0.713 0.935 1.141
H 0.075 -1.198 1.493
N 0.328 0.466 0.343
S 0.188 1.534 -0.940
S -0.654 -1.690 -0.812

Calculated atomic charges, method natural (NBO), unit e:
1 C -0.09
2 H 0.15
3 H 0.41
4 H 0.21
5 N -0.71
6 S 0.20
7 S -0.17



[9]
The following is a DFT calculation (ωB97M-V with the def2-TZVPD basis set) of 2 unconnected molecules or ions with the total composition CH3NS2 at a distorted geometry.

Output
**Max |F|**: 0.08620 Eh/bohr
**Energy above the lowest of the compared OMol25 structures with the same formula, charge and spin**: 54.2 kcal/mol
**2S+1**: 1
**M**: 93.18 Da
**Frontier orbital gap**: 8.64 eV
**E_HOMO**: -8.76 eV

Atoms and positions in Å:
C -0.786 -1.861 0.285
N 0.749 0.018 -0.910
S -1.686 -3.135 0.629
S -0.037 -1.465 -1.173
H -0.417 -0.921 1.419
H 0.301 0.760 -1.439
H 0.766 0.252 0.078

Calculated atomic charges, method natural (NBO), unit e:
1 C -0.59
2 N -0.98
3 S 0.06
4 S 0.59
5 H 0.15
6 H 0.38
7 H 0.39



[10]
The following is a DFT calculation (ωB97M-V with the def2-TZVPD basis set) of a single CH3NS3 molecule at a distorted geometry.

Output
**Max |F|**: 0.09840 Eh/bohr
**Energy above the lowest of the compared OMol25 structures with the same formula, charge and spin**: 25.0 kcal/mol
**2S+1**: 1
**M**: 125.24 Da
**Frontier orbital gap**: 8.56 eV
**E_HOMO**: -8.67 eV

Atoms and positions in Å:
C -0.718 0.574 -0.134
N 0.571 -0.442 0.008
S -0.458 2.172 -0.023
S -2.055 -0.452 -0.299
S 2.052 0.299 -0.066
H 0.526 -1.493 -0.046
H -2.828 0.560 -0.013
H 2.039 1.101 1.083

Calculated atomic charges, method natural (NBO), unit e:
1 C -0.21
2 N -0.87
3 S 0.03
4 S 0.15
5 S 0.21
6 H 0.42
7 H 0.15
8 H 0.11



[11]
The following is a DFT calculation (ωB97M-V with the def2-TZVPD basis set) of a gas-phase ion, CH3O2 (charge -1) at a distorted geometry.

Output
**Max |F|**: 0.06280 Eh/bohr
**Energy above the lowest of the compared OMol25 structures with the same formula, charge and spin**: 15.1 kcal/mol
**Net charge**: -1
**2S+1**: 1
**M**: 47.03 Da
**Frontier orbital gap**: 7.67 eV
**E_HOMO**: -2.67 eV

Atoms and positions in Å:
O -0.290 1.166 0.682
H 0.595 1.469 0.337
O 0.741 -0.950 -0.476
C -0.353 -0.380 -0.183
H -1.237 -0.878 0.264
H -0.848 -0.038 -1.148

Calculated atomic charges, method natural (NBO), unit e:
1 O -0.96
2 H 0.43
3 O -0.84
4 C 0.29
5 H 0.06
6 H 0.02



[12]
The following is a DFT calculation (ωB97M-V with the def2-TZVPD basis set) of a gas-phase ion, CH3O2 (charge +1) at a distorted geometry.

Output
**Max |F|**: 0.05948 Eh/bohr
**Energy above the lowest of the compared OMol25 structures with the same formula, charge and spin**: 136.1 kcal/mol
**Net charge**: +1
**2S+1**: 1
**M**: 47.03 Da
**Frontier orbital gap (spin up / spin down)**: 9.56 / 9.52 eV
**E_HOMO (spin up / spin down)**: -19.52 / -19.42 eV

Atoms and positions in Å:
C -0.202 0.182 -0.069
O -1.498 0.980 -1.858
O -0.420 1.002 -1.393
H 0.162 -0.744 -0.604
H 0.524 0.687 0.553
H -1.187 -0.179 0.307

Calculated atomic charges, method natural (NBO), unit e:
1 C -0.28
2 O 0.27
3 O 0.19
4 H 0.27
5 H 0.28
6 H 0.27



[13]
The following is a DFT calculation (ωB97M-V with the def2-TZVPD basis set) of a gas-phase ion, CH3O2S (charge -1) at a distorted geometry.

Output
**Max |F|**: 0.11522 Eh/bohr
**Energy above the lowest of the compared OMol25 structures with the same formula, charge and spin**: 64.2 kcal/mol
**Net charge**: -1
**2S+1**: 1
**M**: 79.10 Da
**Frontier orbital gap**: 7.34 eV
**E_HOMO**: -2.98 eV

Atoms and positions in Å:
C 0.649 0.505 -0.071
O -2.231 0.226 0.339
O -0.624 -1.952 -0.299
S -0.709 -0.717 0.517
H 0.633 1.564 0.246
H 0.789 0.337 -1.194
H 1.492 0.038 0.461

Calculated atomic charges, method natural (NBO), unit e:
1 C -0.85
2 O -1.06
3 O -1.02
4 S 1.32
5 H 0.21
6 H 0.20
7 H 0.19



[14]
The following is a DFT calculation (ωB97M-V with the def2-TZVPD basis set) of 2 unconnected molecules or ions with the total composition CH3O3.

Output
**Max |F|**: 0.01583 Eh/bohr
**Energy above the lowest of the compared OMol25 structures with the same formula, charge and spin**: 1.8 kcal/mol
**Net charge**: -1
**2S+1**: 1
**M**: 63.03 Da
**Frontier orbital gap**: 8.96 eV
**E_HOMO**: -4.39 eV

Atoms and positions in Å:
O 0.804 -1.213 1.194
C 0.621 0.016 1.251
O 0.211 0.817 0.359
H 0.750 0.499 2.256
H -1.176 -0.713 -1.715
H -0.324 0.455 -1.298
O -0.885 0.140 -2.046

Calculated atomic charges, method natural (NBO), unit e:
1 O -0.77
2 C 0.63
3 O -0.82
4 H -0.01
5 H 0.45
6 H 0.51
7 O -1.01



[15]
The following is a DFT calculation (ωB97M-V with the def2-TZVPD basis set) of 2 unconnected molecules or ions with the total composition CH3O3P at a distorted geometry.

Output
**Max |F|**: 0.05648 Eh/bohr
**Energy above the lowest of the compared OMol25 structures with the same formula, charge and spin**: 32.2 kcal/mol
**2S+1**: 1
**M**: 94.01 Da
**Frontier orbital gap**: 10.39 eV
**E_HOMO**: -10.44 eV

Atoms and positions in Å:
C 1.753 -0.221 0.199
O -2.763 -1.129 -0.722
O 0.982 -0.334 1.094
O -1.553 1.073 -0.453
P -1.949 -0.469 0.273
H 1.449 -0.119 -0.821
H 2.842 -0.062 0.362
H -0.760 1.261 0.068

Calculated atomic charges, method natural (NBO), unit e:
1 C 0.29
2 O -1.01
3 O -0.51
4 O -0.98
5 P 1.51
6 H 0.11
7 H 0.11
8 H 0.47



[16]
The following is a DFT calculation (ωB97M-V with the def2-TZVPD basis set) of a single CH3O3P molecule at a distorted geometry.

Output
**Max |F|**: 0.04496 Eh/bohr
**Energy above the lowest of the compared OMol25 structures with the same formula, charge and spin**: 35.7 kcal/mol
**2S+1**: 1
**M**: 94.01 Da
**Frontier orbital gap**: 9.85 eV
**E_HOMO**: -11.04 eV

Atoms and positions in Å:
C -0.940 0.199 0.180
O 1.675 -1.198 -0.315
O -0.262 0.169 -0.843
O 1.919 1.279 0.687
P 1.654 0.271 -0.361
H -1.937 -0.270 0.176
H -0.382 0.453 1.193
H 1.906 0.710 -1.647

Calculated atomic charges, method natural (NBO), unit e:
1 C 0.32
2 O -1.07
3 O -0.52
4 O -1.05
5 P 2.09
6 H 0.17
7 H 0.19
8 H -0.13



[17]
The following is a DFT calculation (ωB97M-V with the def2-TZVPD basis set) of a molecular structure, CH3O3S at a distorted geometry.

Output
**Max |F|**: 0.07338 Eh/bohr
**Energy above the lowest of the compared OMol25 structures with the same formula, charge and spin**: 69.6 kcal/mol
**Net charge**: -1
**2S+1**: 1
**M**: 95.10 Da
**Frontier orbital gap**: 3.76 eV
**E_HOMO**: -1.30 eV

Atoms and positions in Å:
C -1.166 -0.812 2.473
O -2.370 -1.412 -4.007
O -1.154 -0.663 3.656
O -1.388 -1.195 1.408
S -2.269 0.066 -3.454
H -1.109 -2.864 1.181
H -0.425 -3.284 1.202
H -1.491 -0.332 -2.348

Calculated atomic charges, method natural (NBO), unit e:
1 C 1.03
2 O -1.15
3 O -0.54
4 O -0.47
5 S 0.15
6 H 0.03
7 H -0.05
8 H 0.00



[18]
The following is a DFT calculation (ωB97M-V with the def2-TZVPD basis set) of 2 unconnected molecules or ions with the total composition CH3O3Si at a distorted geometry.

Output
**Max |F|**: 0.07917 Eh/bohr
**Energy above the lowest of the compared OMol25 structures with the same formula, charge and spin**: 58.7 kcal/mol
**Net charge**: -1
**2S+1**: 1
**M**: 91.12 Da
**Frontier orbital gap**: 7.93 eV
**E_HOMO**: -3.82 eV

Atoms and positions in Å:
C 0.932 -0.301 -0.286
O 0.441 -1.154 -1.217
O 2.058 0.070 -0.201
O -0.536 -0.111 2.218
Si -0.240 0.486 0.893
H -0.497 -1.117 -1.218
H -1.935 0.180 -0.822
H -0.223 1.948 0.633

Calculated atomic charges, method natural (NBO), unit e:
1 C 0.38
2 O -0.72
3 O -0.61
4 O -1.26
5 Si 1.63
6 H 0.52
7 H -0.66
8 H -0.27



[19]
The following is a DFT calculation (ωB97M-V with the def2-TZVPD basis set) of 2 unconnected molecules or ions with the total composition CH3O4S at a distorted geometry.

Output
**Max |F|**: 0.08347 Eh/bohr
**Energy above the lowest of the compared OMol25 structures with the same formula, charge and spin**: 169.6 kcal/mol
**Net charge**: -1
**2S+1**: 1
**M**: 111.10 Da
**Frontier orbital gap (spin up / spin down)**: 7.78 / 4.29 eV
**E_HOMO (spin up / spin down)**: -3.87 / -1.91 eV

Atoms and positions in Å:
C 0.818 -1.610 0.371
O 0.759 0.155 -1.563
O 1.986 0.846 0.545
O -2.211 1.787 -0.371
O -2.098 0.665 0.444
S 0.952 0.008 -0.125
H 1.262 -1.932 1.230
H -0.107 -1.994 -0.006
H -1.360 2.076 -0.526

Calculated atomic charges, method natural (NBO), unit e:
1 C -1.00
2 O -0.98
3 O -0.98
4 O -0.42
5 O -0.25
6 S 1.78
7 H 0.19
8 H 0.21
9 H 0.46



[20]
The following is a DFT calculation (ωB97M-V with the def2-TZVPD basis set) of a single CH3OP molecule at a distorted geometry.

Output
**Max |F|**: 0.05527 Eh/bohr
**Energy above the lowest of the compared OMol25 structures with the same formula, charge and spin**: 37.4 kcal/mol
**2S+1**: 1
**M**: 62.01 Da
**Frontier orbital gap**: 10.49 eV
**E_HOMO**: -9.79 eV

Atoms and positions in Å:
C 0.217 0.014 0.618
O -0.521 1.227 0.774
P 0.576 1.438 -0.431
H -0.362 -0.668 -0.047
H -0.404 1.093 -1.669
H 0.457 -0.494 1.541

Calculated atomic charges, method natural (NBO), unit e:
1 C -0.39
2 O -0.75
3 P 0.83
4 H 0.18
5 H -0.10
6 H 0.22